Entry 1:
The following is a quantum chemistry calculation of a 2-piece molecular cluster, C6H13NP overall in a non-equilibrium geometry, from the Open Molecules 2025 dataset.

```
21
Properties=species:S:1:pos:R:3:forces:R:3:nbo_charge:R:1
C 2.08985 -0.22218 1.04463 -2.522 0.090 -1.736 -0.22
C -0.26701 2.07489 -0.36334 1.338 -0.195 0.016 -0.02
C -0.56192 0.87048 0.19538 -0.008 1.488 0.027 -0.61
C 3.37492 -0.76405 1.28208 0.753 -0.964 1.956 -0.76
C -1.12452 3.30232 -0.44948 -3.171 -1.517 -1.083 -0.68
C -1.62558 -2.10800 -1.18453 2.813 -1.631 -0.436 -0.43
N -1.16141 -2.05200 0.19080 0.984 -2.936 1.863 -0.83
P 0.62642 -0.43334 0.41458 1.028 0.439 0.466 1.03
H 0.78325 2.26906 -0.77231 -1.465 -0.631 0.586 0.22
H -1.51386 0.61265 0.66774 0.154 0.257 -0.360 0.26
H 4.17296 -0.28552 0.69598 -0.247 -0.120 0.321 0.28
H 3.29695 -1.85529 1.02939 0.433 0.799 0.304 0.29
H 3.53513 -0.68137 2.42251 0.262 -0.217 -1.667 0.28
H -2.16376 3.19119 0.02149 1.680 0.062 -0.124 0.23
H -1.43629 3.53328 -1.50802 0.785 -0.359 0.680 0.26
H -0.62635 4.16209 -0.10279 0.671 0.962 0.636 0.25
H -0.82723 -2.63434 -1.72351 -0.397 0.134 -0.337 0.21
H -2.52299 -2.57184 -1.43175 -1.685 -1.141 0.361 0.22
H -1.67276 -1.17378 -1.58999 -0.122 2.805 -0.980 0.20
H -0.44307 -2.86212 0.35932 -1.773 1.850 -0.529 0.39
H -1.93274 -2.37214 0.80181 0.489 0.825 0.037 0.41
```
Forces are in eV/Å.

Values from the calculation:
HOMO ... -13.3 eV
Charge ... +1
Relative energy (zero: lowest compared OMol25 entry of this formula, charge and spin) ... 70.9 kcal per mole
Energy ... -632.10456 Ha
Gap between HOMO and LUMO ... 8.095 eV



Entry 2:
The following is a quantum chemistry calculation of a 2-piece molecular cluster, C6H13O2 overall in a non-equilibrium geometry, from the Open Molecules 2025 dataset.

```
21
Properties=species:S:1:pos:R:3:forces:R:3:nbo_charge:R:1
C 0.47464 1.82892 1.27280 0.063 -0.178 0.103 0.00
O -0.85826 1.74675 1.06537 -0.308 0.194 -0.080 -0.98
C 1.27249 1.43617 -0.01028 -0.399 -0.015 0.521 -0.46
C 1.59839 -0.04427 -0.08685 -0.179 -1.117 -1.147 -0.39
C 0.79748 -0.77648 -1.21200 0.205 0.492 0.493 -0.44
C -1.15018 -2.32250 -1.32822 -1.701 -1.371 0.084 -0.45
C -0.49655 -1.37048 -0.69553 0.915 -0.189 -0.123 -0.15
H 0.80815 1.11961 2.07032 0.224 0.208 0.134 0.08
H 0.82293 2.84447 1.58966 -0.029 -0.024 0.018 0.08
H 0.51696 1.65754 -0.76734 0.356 0.297 -0.292 0.21
H 2.19253 2.00983 -0.17291 -0.156 0.215 0.060 0.17
H 2.66001 -0.24576 -0.24572 0.135 0.219 -0.116 0.18
H 1.35888 -0.58751 0.81125 -0.125 0.083 0.773 0.20
H 0.64856 -0.01853 -1.98210 -0.243 -0.240 -0.272 0.21
H 1.36268 -1.60818 -1.64484 0.102 0.163 -0.041 0.19
H -1.08046 -2.74276 -2.33003 0.867 0.565 -0.122 0.17
H -1.94947 -2.87496 -0.81958 0.036 0.529 0.155 0.18
H -0.78480 -1.16275 0.33220 -0.061 0.348 -0.144 0.24
H -2.14082 0.84720 1.59561 0.691 -0.340 0.116 0.52
H -3.25382 0.17104 0.85685 -0.094 -0.226 0.012 0.44
O -2.79934 0.09265 1.70134 -0.298 0.387 -0.132 -1.02
```
Forces are in eV/Å.

Values from the calculation:
HOMO ... -3.0 eV
Charge ... -1
Relative energy (zero: lowest compared OMol25 entry of this formula, charge and spin) ... 64.4 kcal per mole
Energy ... -386.85694 Ha
Gap between HOMO and LUMO ... 6.924 eV



Entry 3:
The following is a quantum chemistry calculation of C6H13O2PS2 in the gas phase in a non-equilibrium geometry, from the Open Molecules 2025 dataset.

```
24
Properties=species:S:1:pos:R:3:forces:R:3:nbo_charge:R:1
C -0.33823 -0.98260 -1.79586 0.976 1.414 -1.338 -0.64
C -0.36875 0.14795 -0.81646 1.633 -1.048 1.902 0.26
C -1.56204 1.05056 -0.92519 -2.287 -2.383 -1.645 -0.64
O 0.91718 0.83836 -0.98189 0.051 0.947 -1.383 -0.85
P 1.39842 1.69735 0.26260 -2.096 -0.213 1.758 1.55
S 1.37526 3.65734 0.18029 -0.149 -1.713 0.259 -0.49
S 3.27537 0.87726 0.69999 -0.460 0.169 -0.282 -0.24
O 0.20587 0.85024 1.36630 2.880 2.934 -2.253 -0.77
C -0.10450 -0.32224 0.60890 -1.636 0.123 2.582 0.21
C 1.01476 -1.29454 0.85692 0.000 -3.835 0.836 -0.65
C -1.37021 -0.79262 1.30957 0.338 -1.816 -2.358 -0.60
H -1.16535 -1.63649 -1.71762 -0.952 -0.539 -0.060 0.23
H 0.59160 -1.53038 -1.83896 0.229 -0.249 0.689 0.23
H -0.29458 -0.43005 -2.73604 -0.618 -0.472 -0.501 0.23
H -1.44130 2.01665 -0.57447 0.383 1.786 0.884 0.24
H -2.50125 0.58206 -0.47886 1.454 0.583 -0.238 0.23
H -1.87555 1.08023 -1.98064 0.414 0.391 0.099 0.22
H 3.36313 1.92771 1.49039 0.612 0.515 0.487 0.16
H 1.44250 -1.21225 1.92921 -1.153 -0.124 -1.674 0.25
H 1.88351 -1.22184 0.22564 0.072 0.172 -0.480 0.22
H 0.62265 -2.42887 0.68144 0.870 2.560 0.553 0.21
H -1.18150 -1.16157 2.27363 0.278 -0.307 1.338 0.22
H -1.74443 -1.62433 0.68904 -0.039 -0.144 0.368 0.20
H -2.14256 -0.08794 1.27206 -0.800 1.248 0.457 0.22
```
Forces are in eV/Å.

Values from the calculation:
HOMO ... -9.1 eV
Relative energy (zero: lowest compared OMol25 entry of this formula, charge and spin) ... 0.0 kcal per mole
Structure (SMILES) ... CC1(C)OP(=S)(S)OC1(C)C
Energy ... -1524.66040 Ha
Gap between HOMO and LUMO ... 9.592 eV



Entry 4:
The following is a quantum chemistry calculation of a 2-piece molecular cluster, C6H13O3 overall in a non-equilibrium geometry, from the Open Molecules 2025 dataset.

```
22
Properties=species:S:1:pos:R:3:forces:R:3:lowdin_spin:R:1
H 1.86238 0.67855 0.88748 -0.526 -0.252 -0.023 0.01
C -0.22768 -0.38687 0.84451 2.160 -1.163 -1.126 0.60
C -0.76983 0.07972 2.07431 -0.945 0.793 1.390 0.11
C 0.04258 -0.17316 3.36131 -0.769 0.522 -0.668 0.01
C -0.83501 0.02906 -0.40918 -0.658 0.327 0.675 0.10
O -0.04200 -0.34915 -1.53051 -0.494 0.391 -0.555 0.00
C -0.66679 -0.10635 -2.71740 -0.312 0.209 0.207 0.00
O -1.78203 0.36194 -2.79285 0.908 -0.358 0.096 0.00
C 0.15483 -0.47882 -3.91942 0.113 -0.165 -0.045 0.00
H 0.48458 -1.20571 0.81277 -0.032 -0.074 0.062 0.03
H -0.97314 1.16102 1.94075 -0.046 -0.245 0.380 0.02
H -1.76583 -0.38773 2.15860 -0.156 0.125 0.336 0.04
H -0.56080 0.17513 4.20535 0.238 -0.162 0.014 0.00
H 0.24708 -1.23669 3.47132 0.210 0.055 0.087 0.00
H 0.94492 0.43147 3.30358 0.235 -0.271 0.200 0.00
H -1.82040 -0.44817 -0.44265 -0.197 0.030 -0.514 0.03
H -1.03191 1.11365 -0.32857 0.124 -0.210 -0.654 0.02
H 1.15162 -0.88793 -3.74241 -0.232 0.159 0.353 0.00
H -0.41919 -1.21211 -4.47244 -0.130 -0.168 -0.160 0.00
H 0.23342 0.39333 -4.55743 0.016 0.189 -0.078 0.00
O 2.51825 1.28706 1.23128 0.435 0.106 -0.126 0.02
H 3.25494 1.16176 0.62160 0.060 0.164 0.149 0.00
```
Forces are in eV/Å.

Values from the calculation:
HOMO (alpha / beta) ... -7.8 / -10.7 eV
Relative energy (zero: lowest compared OMol25 entry of this formula, charge and spin) ... 0.0 kcal per mole
2S+1 ... 2
Energy ... -462.07685 Ha
Gap between HOMO and LUMO (alpha / beta) ... 8.600 / 10.888 eV



Entry 5:
The following is a quantum chemistry calculation of C6H13O3Tl as an isolated structure in a non-equilibrium geometry, from the Open Molecules 2025 dataset.

```
23
Properties=species:S:1:pos:R:3:forces:R:3:mulliken_charge:R:1
O -2.81683 1.00991 -0.72595 -1.310 1.124 -0.119 -0.68
C 0.52012 2.83084 0.29513 0.572 -0.415 0.066 -0.82
C 1.18332 1.83916 -0.30409 -0.157 1.217 -0.183 0.12
O 0.94486 0.53238 0.00605 1.591 0.471 0.737 -0.33
C 1.93508 -0.41539 -0.38361 0.378 -0.002 -0.239 -0.57
C 1.53320 -1.75571 0.17210 0.214 -0.377 0.221 -0.55
O 0.26707 -2.10940 -0.35167 2.254 -2.312 -0.009 -0.21
C -0.18255 -3.38389 0.06807 0.043 -0.433 0.158 -0.75
H -0.15885 2.64343 1.13179 0.187 0.072 -0.391 0.28
H 0.72776 3.85927 0.00207 -0.196 -0.351 0.007 0.25
H 1.86194 2.00028 -1.14731 -0.101 -0.034 0.288 0.32
H 2.91726 -0.12849 0.02020 -0.245 -0.039 -0.060 0.42
H 1.99764 -0.45239 -1.48221 -0.003 0.000 0.216 0.37
H 1.48491 -1.71247 1.27351 0.059 -0.001 -0.206 0.30
H 2.29124 -2.50323 -0.11450 -0.099 0.164 0.086 0.42
H -1.15160 -3.56624 -0.41120 0.239 0.103 0.136 0.25
H 0.52878 -4.16604 -0.23924 -0.195 0.138 0.078 0.30
H -0.30386 -3.41348 1.16285 0.011 -0.034 -0.250 0.32
Tl -1.17682 -0.29713 -0.45591 -3.055 0.157 -0.538 0.51
C -3.04530 2.03357 0.15778 -0.313 1.237 0.302 -0.58
H -4.09830 2.40832 0.14713 0.397 -0.263 -0.052 0.26
H -2.84137 1.81358 1.23720 -0.021 -0.220 -0.283 0.16
H -2.41772 2.93310 -0.05819 -0.249 -0.201 0.036 0.21
```
Forces are in eV/Å.

Values from the calculation:
HOMO ... -6.4 eV
Relative energy (zero: lowest compared OMol25 entry of this formula, charge and spin) ... 29.2 kcal per mole
Energy ... -634.44796 Ha
Gap between HOMO and LUMO ... 6.812 eV



Entry 6:
The following is a quantum chemistry calculation of C6H13O4V as an isolated structure in a non-equilibrium geometry, from the Open Molecules 2025 dataset.

```
24
Properties=species:S:1:pos:R:3:forces:R:3:lowdin_spin:R:1
C 1.76116 0.96418 0.79382 -4.262 0.710 -0.577 0.10
O 2.08771 -0.16642 0.04934 -0.953 -0.388 -0.622 0.04
C 3.37001 -0.70502 0.25224 0.053 0.047 0.256 0.01
H 2.21782 1.85594 0.33896 0.132 -0.085 0.877 0.00
H 0.40701 1.20524 0.62778 3.781 -0.745 0.304 0.02
H 1.76118 0.75809 1.87405 0.753 0.494 -0.231 0.00
H 3.40936 -1.61884 -0.35302 0.236 0.369 0.070 0.00
H 3.49262 -0.99196 1.31022 0.152 0.163 -0.242 0.00
H 4.12040 0.04894 -0.04479 0.041 -0.504 0.113 0.00
O -0.25333 1.45974 -1.89196 -0.016 0.441 -0.304 0.04
C -1.25584 2.12101 -1.18956 0.413 0.474 0.719 0.07
C -1.57996 1.35026 0.08068 -1.258 0.097 -1.192 0.60
O -1.79133 0.03811 -0.34516 -0.233 0.277 0.128 0.18
C -2.00247 -1.02681 0.58340 0.053 -0.310 0.776 0.02
C -1.55203 -2.30360 -0.12868 -0.371 -0.352 0.228 0.01
O -0.30996 -2.13713 -0.72994 -0.184 -0.379 0.075 0.04
V -0.10627 -0.38447 -1.43583 0.871 -0.034 -0.292 2.80
H -2.18005 2.24652 -1.79848 0.230 -0.106 0.256 0.02
H -0.94302 3.13661 -0.87023 -0.062 -0.199 -0.240 0.00
H -2.35188 1.73300 0.75865 0.330 -0.155 0.181 0.04
H -3.06016 -1.05554 0.88423 0.226 0.031 -0.065 0.00
H -1.36690 -0.83243 1.46201 -0.173 -0.089 -0.177 0.00
H -2.33558 -2.58859 -0.86096 0.236 0.090 0.123 0.00
H -1.53848 -3.10686 0.63324 0.006 0.156 -0.162 0.00
```
Forces are in eV/Å.

Values from the calculation:
HOMO (alpha / beta) ... -7.1 / -9.2 eV
Relative energy (zero: lowest compared OMol25 entry of this formula, charge and spin) ... 0.0 kcal per mole
2S+1 ... 5
Energy ... -1481.20647 Ha
Gap between HOMO and LUMO (alpha / beta) ... 7.637 / 8.910 eV